(1)
The following is a quantum chemistry calculation of C2H6O2S in the gas phase at a distorted geometry, from the OMol25 dataset.

Summary:
- gap between HOMO and LUMO (eV) = 10.0
- net charge = 0
- largest force on an atom (hartree/bohr) = 0.095

Each line ends with the Löwdin charge.
Geometry (Å):
C -0.377 1.120 -0.168  -0.3291
C -0.647 -0.483 -0.317  -0.2944
O -0.158 1.523 1.116  -0.0518
O 2.043 -1.098 -0.399  -0.6293
S 0.817 -1.805 -0.261  0.8198
H -1.318 1.511 -0.603  0.1155
H 0.801 1.303 1.214  0.1203
H 0.423 1.339 -0.920  0.1201
H -0.993 -0.667 -1.334  0.0477
H -1.361 -0.826 0.475  0.0788
H 0.770 -1.918 1.198  0.0024

Forces on atoms 1 to 2 (eV/Å):
C -0.762 -3.019 -2.810
C 0.688 -0.039 0.717



(2)
The following is a quantum chemistry calculation of 2 unconnected molecules or ions with the total composition C9H14O at a distorted geometry, from the OMol25 dataset.

Summary:
- gap between HOMO and LUMO (eV) = 9.3
- SMILES = Cc1ccc(O)cc1.CC
- net charge = 0
- largest force on an atom (hartree/bohr) = 0.053

Each line ends with the Löwdin charge.
Geometry (Å):
C -0.339 1.765 -2.422  -0.0614
C 0.324 0.552 -1.815  -0.2893
C -0.498 -0.319 -1.109  -0.0373
C 0.116 -1.395 -0.431  -0.0252
C 1.442 -1.655 -0.581  -0.3180
O 2.009 -2.670 0.169  0.0295
C 2.295 -0.755 -1.256  -0.0163
C 1.707 0.346 -1.845  -0.0532
H 0.293 2.654 -2.354  0.0765
H -1.334 2.019 -2.088  0.0676
H -0.460 1.526 -3.493  0.0848
H -1.564 -0.227 -1.259  0.1121
H -0.463 -2.070 0.189  0.1149
H 2.939 -2.486 0.313  0.0938
H 3.362 -0.865 -1.371  0.1104
H 2.328 1.072 -2.352  0.1107
C -1.525 0.965 2.324  -0.1814
C -1.558 -0.349 3.088  -0.1725
H -0.506 1.190 1.980  0.0643
H -2.185 0.931 1.471  0.0506
H -1.804 1.775 3.000  0.0605
H -0.941 -1.105 2.599  0.0460
H -1.029 -0.279 4.053  0.0676
H -2.611 -0.622 3.188  0.0653

Forces on atoms 1 to 2 (eV/Å):
C 0.807 -0.226 -1.559
C -0.907 0.556 0.961



(3)
The following is a quantum chemistry calculation of a molecular structure, C34H24F5IrN2P2S3, from the OMol25 dataset.

Summary:
- gap between HOMO and LUMO (eV) = 7.7
- net charge = 0
- largest force on an atom (hartree/bohr) = 0.008

Each line ends with the Löwdin charge.
Geometry (Å):
Ir -0.490 1.735 -0.433  0.5394
S -2.237 1.284 1.110  0.2950
P -1.510 -0.606 0.858  0.4726
C -0.032 -0.287 0.036  -0.6810
P 1.377 0.109 0.925  0.4582
S 1.105 2.070 1.381  0.3043
C 1.844 -0.878 2.373  -0.3274
C 1.591 -0.409 3.657  -0.0976
C 1.946 -1.178 4.756  -0.0760
C 2.546 -2.415 4.577  -0.0814
C 2.796 -2.889 3.295  -0.0788
C 2.451 -2.121 2.196  -0.0773
C 2.821 -0.124 -0.158  -0.3578
C 4.008 0.551 0.108  -0.0839
C 5.125 0.333 -0.683  -0.0758
C 5.065 -0.571 -1.737  -0.0862
C 3.886 -1.253 -2.000  -0.0887
C 2.763 -1.026 -1.215  -0.1191
C -2.620 -1.581 -0.184  -0.3535
C -3.864 -1.965 0.314  -0.0809
C -4.739 -2.676 -0.488  -0.0768
C -4.377 -3.008 -1.789  -0.0811
C -3.138 -2.631 -2.283  -0.0748
C -2.256 -1.920 -1.480  -0.1225
C -1.455 -1.548 2.400  -0.3478
C -1.786 -0.939 3.605  -0.1011
C -1.740 -1.670 4.784  -0.0785
C -1.340 -2.998 4.761  -0.0817
C -1.000 -3.605 3.558  -0.0754
C -1.071 -2.887 2.376  -0.0781
H 1.115 0.556 3.787  0.0822
H 1.749 -0.810 5.755  0.1075
H 2.821 -3.012 5.437  0.1041
H 3.267 -3.854 3.154  0.1044
H 2.663 -2.484 1.197  0.1054
H 4.049 1.260 0.927  0.1008
H 6.044 0.866 -0.478  0.1044
H 5.940 -0.743 -2.351  0.1023
H 3.841 -1.964 -2.816  0.1032
H 1.829 -1.545 -1.403  0.0927
H -4.149 -1.700 1.326  0.1121
H -5.706 -2.972 -0.102  0.1037
H -5.064 -3.561 -2.416  0.1025
H -2.858 -2.885 -3.297  0.1044
H -1.282 -1.622 -1.844  0.0738
H -2.074 0.105 3.612  0.0747
H -2.007 -1.199 5.721  0.1060
H -1.295 -3.565 5.682  0.1043
H -0.688 -4.641 3.542  0.1061
H -0.829 -3.365 1.433  0.1167
F -3.337 6.855 -3.860  0.1229
C -2.997 5.618 -3.490  -0.1430
C -2.237 5.407 -2.357  -0.1480
F -1.832 6.441 -1.616  0.1244
C -1.898 4.116 -2.001  -0.2060
F -1.139 3.992 -0.867  -0.0359
C -2.274 2.989 -2.720  -0.4976
S -1.885 1.337 -2.281  0.6366
C -3.039 3.249 -3.858  -0.2446
F -3.449 2.228 -4.618  0.0833
C -3.397 4.526 -4.242  -0.1430
F -4.129 4.718 -5.341  0.1241
N 1.361 1.337 -2.784  0.0124
C 2.442 1.774 -3.446  -0.0797
C 2.804 2.975 -2.876  -0.0437
C 1.875 3.182 -1.848  -0.1335
N 1.006 2.180 -1.813  -0.1865
H 0.808 0.503 -2.911  0.1283
H 2.860 1.213 -4.263  0.1234
H 3.622 3.612 -3.160  0.0991
H 1.799 3.985 -1.136  0.1091

Forces on atoms 1 to 2 (eV/Å):
Ir -0.120 0.200 0.000
S 0.001 -0.131 0.074



(4)
The following is a quantum chemistry calculation of C3H6ClOP in the gas phase at a distorted geometry, from the OMol25 dataset.

Summary:
- gap between HOMO and LUMO (spin up / spin down) (eV) = 6.9 / 7.2
- net charge = 0
- largest force on an atom (hartree/bohr) = 0.060

Each line ends with the Löwdin charge.
Geometry (Å):
C 1.350 -0.772 -0.560  -0.0891
C 0.926 0.069 0.709  -0.3222
C -0.200 1.047 0.441  -0.2188
O -2.823 1.560 -0.385  -0.4535
P -1.920 0.448 -0.077  0.7419
Cl -3.774 -1.274 -0.063  -0.1146
H 1.423 -1.832 -0.331  0.0733
H 0.675 -0.719 -1.363  0.0414
H 2.316 -0.426 -0.779  0.0489
H 0.532 -0.647 1.580  0.1366
H 1.625 0.775 1.204  0.1098
H -0.129 1.770 -0.377  0.0461

Forces on atoms 1 to 2 (eV/Å):
C 0.355 0.080 2.650
C -2.544 -0.957 1.439



(5)
The following is a quantum chemistry calculation of a molecular structure, C23H49N2OP3SeY at a distorted geometry, from the OMol25 dataset.

Summary:
- gap between HOMO and LUMO (spin up / spin down) (eV) = 2.9 / 2.9
- net charge = +3
- largest force on an atom (hartree/bohr) = 0.042

Each line ends with the Löwdin charge.
Geometry (Å):
Y -0.202 -0.301 0.132  0.7058
P 0.115 -1.752 -2.168  0.7076
P 2.290 -0.977 0.730  0.6789
P -1.681 1.378 -1.256  0.6702
H 4.080 7.808 3.714  0.0544
C 3.049 8.183 3.834  -0.1268
C 2.398 8.080 4.971  -0.0788
H 2.842 7.610 5.865  0.0636
C 1.218 -1.286 -3.545  -0.2563
C 0.659 -3.433 -1.670  -0.2331
C -1.495 -2.078 -2.969  -0.2381
C 2.844 0.157 2.060  -0.2515
C 2.418 -2.621 1.506  -0.2460
C 3.673 -1.007 -0.457  -0.2652
C -1.826 2.908 -0.257  -0.2463
C -3.389 0.772 -1.414  -0.2470
C -1.330 1.958 -2.943  -0.2617
H 2.621 8.698 2.959  0.0515
H 1.385 8.496 5.110  0.0633
H 1.215 -2.123 -4.272  0.0780
H 2.236 -1.090 -3.152  0.0309
H 0.837 -0.349 -3.999  0.0448
H 0.472 -4.107 -2.529  0.0752
H 0.077 -3.796 -0.794  0.0221
H 1.732 -3.434 -1.394  0.0504
H -1.306 -2.835 -3.758  0.0773
H -1.896 -1.143 -3.413  0.0438
H -2.241 -2.464 -2.234  0.0287
H 3.603 -0.372 2.664  0.0755
H 1.974 0.426 2.691  0.0418
H 3.234 1.091 1.613  0.0434
H 3.457 -2.985 1.370  0.0760
H 1.715 -3.326 1.004  0.0063
H 2.137 -2.548 2.584  0.0781
H 4.532 -1.450 0.079  0.0746
H 3.873 0.035 -0.791  0.0217
H 3.393 -1.608 -1.346  0.0370
H -2.731 3.445 -0.602  0.0744
H -0.905 3.511 -0.379  0.0406
H -1.909 2.634 0.814  0.0472
H -3.976 1.553 -1.937  0.0801
H -3.815 0.575 -0.402  0.0468
H -3.391 -0.181 -1.998  0.0437
H -2.265 2.407 -3.329  0.0756
H -1.003 1.105 -3.573  0.0350
H -0.495 2.688 -2.892  0.0351
C 2.017 3.118 -0.385  -0.5673
C 1.700 3.245 0.982  -0.1077
C 1.975 4.419 1.671  0.0154
C 2.573 5.491 1.000  0.0681
C 2.893 5.387 -0.362  0.0131
C 2.617 4.211 -1.056  -0.0683
Se 1.738 1.605 -1.443  1.0138
H 0.005 1.132 1.423  -0.0751
H 1.224 2.419 1.513  0.0161
H 1.725 4.487 2.728  0.1402
H 2.788 6.410 1.548  0.1230
H 3.357 6.209 -0.899  0.1394
H 2.858 4.100 -2.112  0.1162
C -0.504 -4.188 1.983  -0.0036
N -1.495 -4.061 0.914  -0.0835
C -1.948 -5.297 0.279  -0.1234
C -3.452 -5.256 0.192  -0.1239
C -3.811 -4.059 -0.649  -0.1258
N -3.286 -2.869 0.022  -0.0758
C -4.255 -1.810 0.307  -0.0048
C -2.101 -2.905 0.631  -0.4095
O -1.484 -1.775 0.896  -0.2186
H -0.179 -3.208 2.335  0.0778
H 0.367 -4.748 1.616  0.0981
H -0.953 -4.748 2.815  0.1229
H -1.520 -5.383 -0.731  0.1316
H -1.587 -6.113 0.904  0.1414
H -3.900 -5.173 1.193  0.1460
H -3.827 -6.167 -0.267  0.1382
H -4.884 -3.915 -0.731  0.1388
H -3.369 -4.162 -1.652  0.1271
H -4.640 -1.405 -0.635  0.0864
H -5.090 -2.236 0.875  0.1216
H -3.774 -1.006 0.867  0.0842

Forces on atoms 1 to 2 (eV/Å):
Y -0.554 -0.476 1.285
P 0.245 -0.378 -0.554



(6)
The following is a quantum chemistry calculation of a molecular structure, C50H61BrNaO4P2Si3 at a distorted geometry, from the OMol25 dataset.

Summary:
- gap between HOMO and LUMO (eV) = 6.8
- net charge = -1
- largest force on an atom (hartree/bohr) = 0.076

Each line ends with the Löwdin charge.
Geometry (Å):
Na 1.616 -3.523 0.850  0.2280
C 3.875 -1.301 -0.240  -0.1828
O 3.503 -2.621 -0.226  -0.3194
Si 4.451 -4.121 -0.147  0.3836
C 5.407 -3.925 1.462  -0.1640
C 5.621 -4.064 -1.666  -0.1411
C 3.240 -5.464 -0.037  -0.4630
Si 2.637 -6.141 -1.568  0.3352
C 2.264 -4.812 -2.871  -0.1692
C 3.794 -7.413 -2.407  -0.1848
C 0.958 -7.070 -1.528  -0.1914
Si 3.244 -6.669 1.360  0.4502
C 3.939 -8.467 0.890  -0.1936
C 1.445 -6.917 2.045  -0.1796
C 4.127 -6.472 3.036  -0.2082
H 3.914 -0.937 -1.248  0.0285
H 4.822 -1.094 0.160  0.0628
H 3.214 -0.587 0.300  0.0911
H 6.115 -3.069 1.453  0.0387
H 5.855 -4.900 1.583  0.0070
H 4.664 -3.781 2.256  0.0344
H 5.901 -5.111 -1.854  0.0258
H 6.452 -3.440 -1.526  0.0065
H 5.103 -3.875 -2.592  -0.0223
H 2.913 -3.952 -2.702  -0.0273
H 1.245 -4.477 -2.776  0.0283
H 2.509 -5.241 -3.809  0.0118
H 4.801 -7.081 -2.616  0.0039
H 3.434 -7.869 -3.365  0.0362
H 3.898 -8.263 -1.747  -0.0135
H 0.189 -6.428 -1.083  0.0213
H 0.897 -7.960 -0.907  0.0047
H 0.736 -7.363 -2.615  0.0524
H 3.152 -8.877 0.232  0.0061
H 4.033 -9.015 1.863  0.0207
H 4.894 -8.494 0.389  0.0060
H 1.100 -8.007 2.056  0.0593
H 0.714 -6.454 1.476  -0.0183
H 1.385 -6.622 3.096  0.0140
H 3.992 -7.494 3.481  0.0339
H 3.633 -5.796 3.656  -0.0100
H 5.228 -6.491 3.064  0.0306
C -2.366 8.265 0.768  -0.0492
C -2.850 7.209 -0.157  -0.4129
C -3.752 7.941 -1.245  -0.0215
C -1.651 6.473 -0.866  -0.0688
C -0.791 7.126 -1.740  -0.0294
C 0.244 6.478 -2.395  -0.0741
C 0.357 5.133 -2.219  -0.0791
C -0.506 4.386 -1.415  -0.2467
P -0.387 2.559 -1.119  1.1594
C 1.051 2.189 -2.103  -0.4238
C 0.861 2.215 -3.479  -0.1365
C 1.961 2.059 -4.274  -0.0986
C 3.233 1.702 -3.791  -0.0944
C 3.385 1.571 -2.422  -0.1003
C 2.273 1.790 -1.594  -0.0770
C 0.238 2.481 0.606  -0.3524
C 0.669 3.609 1.323  -0.1080
C 0.857 3.599 2.668  -0.0887
C 0.744 2.376 3.360  -0.0806
C 0.436 1.218 2.679  -0.0949
C 0.123 1.270 1.338  -0.1150
C -1.472 5.119 -0.744  -0.2265
O -2.215 4.375 0.126  -0.0179
C -3.386 4.839 0.690  -0.1726
C -4.190 3.899 1.319  -0.2737
C -5.355 4.317 1.976  -0.0894
C -5.762 5.602 1.807  -0.0659
C -4.935 6.591 1.156  -0.0174
C -3.748 6.223 0.548  -0.1031
P -3.424 2.232 1.544  1.1668
C -3.483 1.516 -0.106  -0.4362
C -4.128 2.075 -1.214  -0.1212
C -4.102 1.514 -2.441  -0.0866
C -3.433 0.271 -2.600  -0.0729
C -2.788 -0.329 -1.529  -0.0752
C -2.793 0.305 -0.282  -0.1483
C -4.977 1.476 2.293  -0.3826
C -5.195 1.797 3.590  -0.1792
C -6.243 1.199 4.309  -0.0842
C -7.021 0.225 3.648  -0.0952
C -6.751 -0.174 2.343  -0.0861
C -5.803 0.532 1.655  -0.0632
H -1.852 9.069 0.248  0.0843
H -1.673 7.756 1.496  0.1165
H -3.151 8.719 1.416  0.0948
H -3.263 8.599 -1.847  0.0259
H -4.504 8.529 -0.684  0.0756
H -4.409 7.308 -1.941  0.1194
H -1.000 8.136 -1.928  0.0929
H 0.790 7.018 -3.139  0.0993
H 1.104 4.592 -2.797  0.0998
H -0.174 2.470 -3.883  0.1351
H 1.836 2.155 -5.336  0.0933
H 4.065 1.481 -4.437  0.0933
H 4.371 1.257 -2.028  0.1113
H 2.471 1.778 -0.479  0.1199
H 0.796 4.575 0.888  0.0985
H 1.124 4.527 3.133  0.0944
H 0.908 2.437 4.441  0.1012
H 0.296 0.262 3.200  0.1114
H -0.312 0.349 0.864  0.0848
H -6.003 3.618 2.458  0.0865
H -6.756 5.914 2.046  0.0904
H -5.229 7.633 1.122  0.1006
H -4.873 2.852 -1.115  0.1118
H -4.454 1.985 -3.290  0.0750
H -3.352 -0.145 -3.580  0.0879
H -2.206 -1.218 -1.748  0.1024
H -2.278 -0.056 0.600  0.0278
H -4.496 2.502 4.217  0.1470
H -6.517 1.554 5.308  0.0984
H -7.776 -0.347 4.219  0.1024
H -7.287 -0.928 1.852  0.0870
H -5.504 0.374 0.605  0.1071
O 1.466 -3.829 3.129  -0.1224
H 1.222 -4.768 3.087  0.0062
H 0.614 -3.361 3.182  -0.0445
O 5.272 -1.791 -4.120  0.0242
C 4.176 -1.812 -3.777  0.0480
Br -1.279 -2.791 1.430  -0.2972

Forces on atoms 1 to 2 (eV/Å):
Na -0.234 0.049 -0.315
C -0.691 1.105 -0.344